[1]
Formula: C5H6N
Source: the Open Molecules 2025 dataset
Level of theory: ωB97M-V with the def2-TZVPD basis set

Geometry (Å):
C1 1.761 -0.297 0.989
C2 0.253 -0.937 1.384
C3 0.526 -0.069 0.247
C4 -0.017 0.583 -0.783
C5 -1.444 0.602 -1.108
N1 1.265 -0.592 2.200
H1 2.759 -0.547 0.656
H2 -0.305 -1.861 1.465
H3 0.634 1.217 -1.375
H4 -1.571 0.334 -2.160
H5 -1.824 1.624 -1.033
H6 -2.036 -0.057 -0.481

Output
Net charge = +1
E_LUMO = -0.219 hartree
HOMO energy = -15.178 eV
HOMO-LUMO gap = 9.2 eV

[2]
Formula: C5H6N
Source: the Open Molecules 2025 dataset
Level of theory: ωB97M-V with the def2-TZVPD basis set

Geometry (Å):
C1 -2.275 -0.510 0.114
C2 -1.460 0.575 -0.044
C3 -0.008 0.244 0.086
C4 0.785 -0.788 -0.382
C5 2.103 -0.401 0.232
N1 1.285 0.771 -0.057
H1 -3.292 -0.269 -0.066
H2 -2.015 -1.582 0.237
H3 -1.617 1.648 -0.207
H4 2.093 -0.611 1.206
H5 2.904 -0.621 -0.447
H6 1.498 1.543 -0.674

Output
Net charge = +1
E_LUMO (spin up / spin down) = -0.209 / -0.209 hartree
SMILES = C=CC1=C2C[N@H+]12
HOMO energy (spin up / spin down) = -14.524 / -14.523 eV
HOMO-LUMO gap (spin up / spin down) = 8.8 / 8.8 eV

[3]
Formula: C5H6N
Source: the Open Molecules 2025 dataset
Level of theory: ωB97M-V with the def2-TZVPD basis set

Geometry (Å):
C1 -0.093 1.524 0.423
C2 -0.702 -1.414 -1.021
C3 0.358 0.120 0.927
C4 0.439 0.967 -0.907
C5 0.043 -0.812 -0.108
N1 1.226 -0.037 -0.236
H1 -1.180 1.660 0.382
H2 0.306 2.541 0.755
H3 -1.483 -2.060 -0.496
H4 -0.256 -1.464 -2.040
H5 0.685 -0.153 1.946
H6 2.178 -0.368 -0.381

Output
Net charge = +1
E_LUMO (spin up / spin down) = -0.148 / -0.239 hartree
⟨S²⟩ = 2.0206
HOMO energy (spin up / spin down) = -12.876 / -15.835 eV
HOMO-LUMO gap (spin up / spin down) = 8.8 / 9.3 eV
2S+1 = 3

[4]
Formula: C5H6N2
Source: the Open Molecules 2025 dataset
Level of theory: ωB97M-V with the def2-TZVPD basis set

Geometry (Å):
C1 -0.671 2.458 -0.573
N1 -0.168 1.093 -1.312
N2 0.047 0.136 -0.430
C2 0.111 -1.146 -0.893
C3 0.372 -2.027 0.120
C4 0.583 -1.159 1.271
C5 0.247 0.147 0.965
H1 -0.984 3.073 -1.350
H2 -0.956 2.323 0.451
H3 -0.049 -1.313 -1.979
H4 0.316 -3.137 -0.148
H5 0.640 -1.384 2.353
H6 0.510 0.936 1.525

Output
E_LUMO (spin up / spin down) = -0.009 / -0.013 hartree
SMILES = C=Nn1cccc1
HOMO energy (spin up / spin down) = -8.264 / -8.740 eV
HOMO-LUMO gap (spin up / spin down) = 8.0 / 8.4 eV

[5]
Formula: C5H6N2
Source: the Open Molecules 2025 dataset
Level of theory: ωB97M-V with the def2-TZVPD basis set

Geometry (Å):
C1 3.540 0.099 0.164
C2 2.352 0.220 -0.146
C3 0.891 0.016 -0.119
N1 0.128 0.990 0.065
N2 -1.217 1.088 0.087
C4 -1.627 -0.238 0.743
C5 -1.911 -0.120 -0.580
H1 4.663 0.341 0.214
H2 0.776 -1.136 -0.589
H3 -0.627 -0.813 1.092
H4 -2.645 -0.237 1.331
H5 -3.040 0.190 -0.851
H6 -1.284 -0.399 -1.412

Output
E_LUMO = 0.019 hartree
SMILES = C#C/C=N/N1CC1
HOMO energy = -9.175 eV
HOMO-LUMO gap = 9.7 eV

[6]
Formula: C5H6N2
Source: the Open Molecules 2025 dataset
Level of theory: ωB97M-V with the def2-TZVPD basis set

Geometry (Å):
N1 -2.482 -0.477 -1.056
C1 -1.569 -0.597 -0.348
C2 -0.246 -1.191 -0.342
C3 0.926 -0.326 -0.504
C4 0.650 1.125 -0.152
C5 0.062 0.525 1.148
N2 0.654 -0.804 0.869
H1 -0.264 -2.188 -0.788
H2 1.787 -0.709 -1.041
H3 1.592 1.680 -0.086
H4 -0.067 1.675 -0.766
H5 0.150 0.957 2.149
H6 -1.193 0.330 0.917

Output
E_LUMO = 0.024 hartree
HOMO energy = -9.925 eV
HOMO-LUMO gap = 10.6 eV

Energy relative to the best compared isomer or geometry (same formula, charge and spin) list, top to bottom, in kJ/mol: 396.1; 571.7; 430.6; 465.0; 692.0; 395.6